(1)
C3H3O3V | the ωB97M-V functional and the def2-TZVPD basis

Element x y z (Å)
V: 3.45 0.26 0.11
O: -1.17 1.17 -1.26
O: 0.13 -1.36 -0.47
O: 2.04 -0.39 -1.04
C: -0.42 -0.32 0.49
C: -1.40 0.65 -0.11
C: 1.14 -0.58 -0.21
H: -0.59 1.07 0.94
H: -2.44 0.32 0.14
H: -0.75 -0.83 1.40

Orbital gap (alpha / beta), Eh: 0.2233 / 0.2281
HOMO energy (alpha / beta), eV: -7.27 / -7.31
Spin multiplicity: 5
Energy above the lowest of the compared OMol25 structures with the same formula, charge and spin, kcal per mole: 156.0

(2)
C23H23MnP2 | the ωB97M-V functional and the def2-TZVPD basis

Element x y z (Å)
Mn: -0.74 -0.10 1.66
P: -1.58 2.15 1.77
P: 1.61 -0.46 1.80
C: -1.13 -2.28 4.17
C: 2.17 1.57 3.70
C: 0.35 -2.53 -2.59
C: 0.31 -0.19 -1.95
C: 5.60 -2.74 1.19
C: -0.40 -1.88 3.04
C: 1.54 -1.44 4.45
C: 5.61 -1.38 1.49
C: 2.58 3.51 1.72
C: 1.26 -0.40 -2.94
C: -0.54 -2.22 5.43
C: 3.18 -1.32 1.47
C: 3.17 -2.70 1.16
C: 0.91 -1.35 3.22
C: 2.76 3.83 3.07
C: 4.42 -0.67 1.62
C: 2.23 2.21 1.36
C: 1.31 -1.77 -3.32
C: 0.79 -1.81 5.58
C: 2.05 1.22 2.35
C: 2.56 2.86 4.06
C: -0.37 -1.71 -1.73
C: 4.37 -3.40 1.02
H: -1.10 -2.52 6.31
H: 2.22 -3.21 1.03
H: 1.95 -2.18 -4.12
H: -3.00 2.35 1.66
H: 1.91 0.38 -3.34
H: -1.12 3.06 0.76
H: 6.56 -0.86 1.62
H: 4.44 0.39 1.86
H: 2.07 1.95 0.31
H: 0.02 0.70 -1.40
H: 2.60 -1.21 4.55
H: -0.84 -1.97 2.02
H: 1.97 0.86 4.49
H: 4.36 -4.47 0.80
H: -1.17 -1.95 -1.02
H: 3.04 4.84 3.35
H: 0.18 -3.60 -2.74
H: 2.72 4.27 0.95
H: -1.32 2.90 2.96
H: 1.26 -1.80 6.56
H: -2.16 -2.62 4.05
H: 6.53 -3.29 1.08
H: 2.71 3.10 5.11

Orbital gap (alpha / beta), Eh: 0.1540 / 0.1496
HOMO energy (alpha / beta), eV: -4.67 / -4.64
Spin multiplicity: 5
Energy above the lowest of the compared OMol25 structures with the same formula, charge and spin, kcal per mole: 0.0

(3)
C35H49Cl2N3OP4Re | the ωB97M-V functional and the def2-TZVPD basis

Element x y z (Å)
Re: 0.33 -0.65 2.29
Cl: -0.48 -2.00 4.40
Cl: 2.59 -0.10 3.01
P: 1.25 -2.75 2.00
P: 1.04 1.12 -3.22
P: -3.72 -2.12 0.30
P: 0.12 0.81 4.29
O: -1.76 -0.04 -1.29
N: 0.77 1.28 6.94
N: 0.64 3.24 5.47
N: -1.41 2.12 6.20
C: 5.22 1.72 -5.18
C: 0.09 -0.63 0.21
C: 4.32 0.85 -5.79
C: 0.95 0.27 5.93
C: 2.71 1.26 -4.01
C: 0.80 3.21 -5.19
C: 0.36 -0.25 -4.25
C: 0.12 -4.12 1.59
C: 0.31 -2.65 -4.64
C: -1.55 1.26 5.02
C: -0.77 3.41 5.87
C: -1.20 4.57 -5.40
C: 4.87 2.37 -3.99
C: 0.23 2.54 -4.09
C: 0.68 -1.57 -3.85
C: 0.86 0.36 0.58
C: -1.15 -1.07 -0.48
C: 2.22 -3.52 3.35
C: 1.38 2.57 6.56
C: 0.08 4.22 -5.84
C: 3.63 2.13 -3.40
C: -0.65 1.49 7.30
C: 2.45 -2.72 0.63
C: -1.65 -1.12 1.92
C: -4.80 -0.77 -0.13
C: 0.78 2.57 4.19
C: -1.77 3.91 -4.31
C: -2.08 -1.41 0.66
C: -0.40 -2.45 -5.83
C: -0.71 -1.15 -6.24
C: -3.45 -3.22 -1.09
C: -4.30 -3.03 1.73
C: -0.34 -0.06 -5.45
C: 3.07 0.60 -5.20
C: -1.06 2.91 -3.64
H: -0.70 2.16 8.17
H: -1.50 2.41 -2.77
H: 1.79 2.95 -5.55
H: 4.57 0.34 -6.72
H: 3.35 2.64 -2.47
H: 1.46 1.17 0.20
H: 1.83 2.54 3.88
H: 2.94 -3.71 0.58
H: -1.25 -0.98 -7.17
H: 2.02 0.10 5.73
H: 2.74 -4.40 2.95
H: -2.77 4.17 -3.97
H: 1.92 -2.51 -0.31
H: 1.26 -1.73 -2.93
H: -2.91 -2.68 -1.89
H: -4.42 -3.55 -1.47
H: 0.56 -3.67 -4.32
H: -0.59 0.95 -5.79
H: -1.15 0.22 -2.02
H: 0.70 -5.04 1.46
H: 0.53 4.72 -6.70
H: -1.74 5.37 -5.90
H: 3.20 -1.94 0.80
H: -0.43 -3.89 0.67
H: 2.38 -0.09 -5.69
H: -0.71 -3.30 -6.43
H: -2.07 0.33 5.27
H: -5.63 -1.15 -0.74
H: -1.11 0.52 7.55
H: 0.20 3.09 3.41
H: -0.80 4.04 6.78
H: -2.33 -1.22 2.77
H: 6.20 1.89 -5.63
H: 1.36 3.24 7.44
H: -1.33 3.89 5.05
H: -5.20 -0.31 0.78
H: -3.56 -3.79 2.02
H: 5.57 3.06 -3.51
H: 0.50 -0.67 6.26
H: -4.23 -0.03 -0.70
H: -5.25 -3.51 1.47
H: -2.86 -4.09 -0.77
H: 2.42 2.40 6.24
H: -0.60 -4.24 2.42
H: 1.55 -3.82 4.16
H: -2.11 1.79 4.24
H: 2.96 -2.80 3.75
H: -4.46 -2.34 2.58
H: -0.95 -1.96 -1.10

Orbital gap (alpha / beta), Eh: 0.2413 / 0.1120
HOMO energy (alpha / beta), eV: -11.96 / -11.96
Total charge: +2
Spin multiplicity: 4
Energy above the lowest of the compared OMol25 structures with the same formula, charge and spin, kcal per mole: 0.0

- Which of these has the highest energy above the lowest of the compared OMol25 structures with the same formula, charge and spin?
  C3H3O3V

- Which of these has the lowest spin multiplicity?
  C35H49Cl2N3OP4Re

- Among the records above, which one has the lowest spin multiplicity?
  C35H49Cl2N3OP4Re